Below is one molecule with the formula C3H3FOS in a non-equilibrium geometry, with properties calculated with ωB97M-V/def2-TZVPD.

```
9
Properties=species:S:1:pos:R:3:forces:R:3:lowdin_charge:R:1
F -2.5929 -0.4060 -0.0844 -0.10 0.03 0.45 0.030
C -1.2672 -0.3428 -0.2623 -0.85 -0.56 -0.34 -0.115
C -0.5918 0.7501 0.0115 -0.04 -0.39 -0.28 -0.106
O 0.7236 0.7961 -0.3881 0.27 0.58 0.05 -0.101
C 1.5151 -0.1256 0.1464 0.76 -0.17 0.29 -0.768
S 3.0897 -0.2364 -0.1443 -0.09 -0.10 -0.06 0.709
H -0.8885 -1.2831 -0.6670 0.15 0.51 -0.12 0.142
H -0.9452 1.6021 0.5547 -0.30 0.38 -0.15 0.135
H 0.9573 -0.7545 0.8335 0.19 -0.29 0.16 0.073
```
Positions in Å, forces in eV/Å.

The SMILES is F/C=C/OC=S. The relative energy (zero: lowest compared OMol25 entry of this formula, charge and spin) is 126.38 kJ/mol. As for the spin multiplicity: 1. The value obtained for the lowest unoccupied orbital energy is 0.2 eV.

=====

Below is a 13-piece molecular cluster, C34H68Cl26FN4O6 overall in a non-equilibrium geometry, with properties calculated with ωB97M-V/def2-TZVPD.

```
139
Properties=species:S:1:pos:R:3:forces:R:3:lowdin_charge:R:1
C 1.8954 -0.3154 4.1246 0.49 0.33 -1.20 -0.117
C 2.7703 -0.3907 2.8342 -0.61 -0.66 0.73 -0.195
C 2.6932 -1.7762 2.1214 1.41 1.19 0.56 -0.193
O 2.7057 -1.5085 0.7138 -0.69 -0.37 0.00 -0.165
C 1.4345 -1.7909 0.1854 -0.27 -1.28 -0.69 -0.176
C 1.0452 -0.9909 -1.0593 -0.06 1.53 0.40 -0.226
C 1.7308 0.4024 -1.1420 0.24 -1.60 0.41 -0.052
C 1.1843 1.2153 -2.3153 -0.50 2.57 0.35 -0.327
C 0.2359 2.3040 -1.6716 0.33 -0.16 -0.08 -0.066
C 0.9537 3.3535 -0.8054 -1.36 -0.31 0.82 -0.197
O 1.0995 4.5963 -1.4851 0.06 -1.18 0.62 0.010
C 1.7347 5.5458 -0.7515 -0.71 -2.00 2.32 -0.570
C 1.7947 5.5522 0.7705 -1.20 -0.79 0.44 0.016
O 2.2677 6.3833 -1.3276 2.19 4.00 -2.80 0.176
C 2.2465 1.9590 -3.1911 0.69 -0.90 0.32 -0.306
C 3.5419 2.3966 -2.5204 0.45 0.61 -0.55 -0.002
F 1.6629 3.0559 -3.7968 -0.24 -0.06 -0.04 0.020
N 0.3118 0.4832 -3.2664 1.20 -1.07 0.42 0.167
C 0.2830 -0.8677 -3.1780 0.52 -1.03 0.50 -0.276
N -0.6107 -1.4919 -3.8577 -1.36 -0.81 -0.62 0.136
O -0.7184 -2.8589 -3.8717 -0.01 0.01 -0.51 -0.062
C -1.9546 -3.2952 -3.2568 -0.84 0.26 0.93 -0.128
C -1.7838 -3.5671 -1.7509 -0.30 -0.91 -0.30 -0.187
N -3.0716 -3.9168 -1.1461 0.23 0.78 -0.18 -0.058
C -3.3617 -3.1472 0.0531 -1.04 -0.22 0.70 -0.198
C -4.6797 -3.7090 0.6628 0.35 -0.63 0.27 -0.424
C -4.3422 -4.9616 1.5189 -0.08 0.43 -0.95 -0.040
O -5.3800 -2.7629 1.4285 0.03 0.33 -0.02 -0.072
N 1.1117 -1.6923 -2.3674 -0.28 1.65 0.43 0.026
C 2.4413 -1.6930 -3.0100 0.76 -0.82 -0.63 -0.117
C 3.5970 -2.2794 -2.1814 0.51 0.45 0.13 -0.250
O 4.6539 -2.6009 -3.0781 -0.51 -0.14 -0.05 -0.103
H 1.6424 0.7454 4.2763 0.15 -0.72 0.33 -0.025
H 2.4474 -0.7288 4.9725 -0.38 0.10 0.04 0.077
H 0.9718 -0.8756 3.9256 0.11 0.13 0.39 0.069
H 3.8180 -0.1926 3.0846 -0.18 0.14 -0.14 0.106
H 2.4390 0.3936 2.1401 0.07 -0.31 0.00 0.097
H 3.6088 -2.3287 2.3755 -0.23 -0.04 -0.27 0.124
H 1.8548 -2.4049 2.4439 -0.07 0.30 -0.23 0.116
H 0.6291 -1.6748 0.9293 0.35 0.33 -0.06 0.131
H 1.4073 -2.8660 -0.0886 -0.17 0.29 -0.01 0.139
H -0.0179 -0.7296 -0.9109 0.08 -0.48 -0.11 0.147
H 2.8094 0.2264 -1.1420 -0.14 0.22 -0.24 0.109
H 1.5134 0.8658 -0.1710 0.10 0.21 -0.39 0.127
H -0.3579 2.7988 -2.4472 0.19 -0.01 0.15 0.128
H -0.4660 1.7742 -1.0075 0.16 -0.01 -0.32 0.125
H 1.8909 2.9680 -0.3786 -0.03 0.21 -0.41 0.115
H 0.3054 3.5377 0.0703 0.17 -0.13 -0.23 0.130
H 2.4057 6.3724 1.1437 0.13 -0.16 -0.45 0.093
H 2.1195 4.5969 1.2015 0.03 0.27 -0.09 0.077
H 0.7767 5.7314 1.1566 0.22 -0.16 -0.08 0.098
H 2.4996 1.2747 -4.0202 0.09 0.15 0.19 0.139
H 4.1202 1.5964 -2.0519 -0.34 -0.01 -0.01 0.045
H 4.1841 2.7943 -3.3219 -0.18 -0.12 0.18 0.103
H 3.4276 3.2362 -1.8266 -0.20 -0.32 -0.05 0.085
H 0.4522 0.7691 -4.2331 -0.58 0.43 -0.01 0.086
H -1.2949 -0.9962 -4.4225 0.05 0.08 -0.12 0.143
H -2.7615 -2.5521 -3.3773 0.39 -0.01 -0.14 0.129
H -2.3137 -4.1983 -3.7579 0.51 0.13 -0.16 0.133
H -1.3871 -2.6833 -1.2467 0.30 -0.17 -0.06 0.097
H -1.1451 -4.4533 -1.6343 0.52 0.62 -0.01 0.132
H -3.0934 -4.8935 -0.8967 0.07 -0.12 -0.14 0.100
H -2.5781 -3.2345 0.8360 -0.03 0.11 -0.31 0.120
H -3.5067 -2.0771 -0.1468 0.04 -0.25 -0.28 0.115
H -5.3487 -3.9821 -0.1630 0.15 0.08 0.12 0.144
H -5.1896 -5.2907 2.1247 0.11 0.13 -0.08 0.087
H -3.4763 -4.7104 2.1445 -0.21 -0.30 0.07 0.058
H -4.0848 -5.7737 0.8238 0.12 -0.02 0.41 0.076
H -4.9106 -2.6535 2.2627 -0.03 0.18 0.20 -0.012
H 2.7747 -0.7116 -3.3997 -0.25 -0.11 0.38 0.123
H 2.3619 -2.3216 -3.9074 -0.05 0.06 0.32 0.071
H 3.3417 -3.1706 -1.6005 -0.19 0.05 -0.31 0.132
H 4.0128 -1.5488 -1.4732 -0.52 -0.16 0.08 0.056
H 5.1344 -1.7763 -3.1996 0.34 -0.07 -0.15 -0.002
C 7.4523 -1.1113 -1.2129 0.16 -0.18 0.10 -0.968
Cl 6.4940 -0.0505 -2.2720 -0.02 0.16 0.11 0.557
Cl 6.4258 -2.1829 -0.2567 0.10 0.04 0.09 0.579
H 8.1135 -1.7162 -1.8296 -0.34 0.21 0.05 -0.083
H 8.0335 -0.4928 -0.5383 -0.14 0.11 -0.02 0.036
C -0.8763 0.7550 -7.4262 0.13 0.03 -0.27 -0.966
Cl 0.7550 0.1231 -7.1862 -0.27 0.29 -0.02 0.505
Cl -1.5637 1.3245 -5.8958 -0.20 0.02 0.03 0.556
H -0.8385 1.5845 -8.1231 0.02 0.08 0.12 0.035
H -1.5044 -0.0341 -7.8237 0.01 -0.04 0.11 0.034
C 3.1443 -2.9276 -7.7228 0.01 0.05 -0.02 -1.035
Cl 3.5045 -1.4408 -8.6073 0.06 -0.05 -0.03 0.513
Cl 1.9335 -2.6544 -6.4544 0.10 -0.46 0.02 0.507
H 2.7619 -3.6660 -8.4174 -0.10 0.06 0.02 0.024
H 4.0521 -3.2886 -7.2625 -0.04 0.12 0.14 -0.062
C -6.4156 -1.3089 4.5631 -0.30 -0.14 0.15 -1.018
Cl -4.6946 -1.6744 4.4125 0.02 -0.33 0.21 0.481
Cl -6.9144 -1.2973 6.2582 -0.07 -0.03 -0.04 0.519
H -6.6083 -0.3386 4.1300 0.09 0.03 0.14 -0.077
H -6.9812 -2.0693 4.0355 0.08 -0.07 0.04 0.039
C -4.9694 9.1410 4.6391 -0.12 0.12 -0.03 -1.020
Cl -4.7536 10.5956 3.6610 -0.06 -0.08 0.00 0.515
Cl -3.6412 8.9360 5.7909 -0.03 -0.02 0.05 0.530
H -5.8997 9.2223 5.1902 0.08 0.09 0.05 0.027
H -4.9986 8.2809 3.9859 0.10 -0.06 -0.09 0.021
C 1.7166 3.5401 5.9377 0.19 -0.01 -0.09 -0.999
Cl 0.3499 2.4936 5.5246 1.97 0.08 -0.15 0.475
Cl 3.2571 2.6846 5.7801 0.11 0.08 0.01 0.536
H 1.7179 4.3922 5.2682 -0.01 -0.05 -0.05 0.029
H 1.6051 3.8748 6.9618 0.04 -0.14 0.01 -0.012
C -5.0312 1.4225 1.5043 0.33 0.04 -0.16 -0.962
Cl -6.6164 1.1564 2.2287 -0.08 0.16 -0.11 0.602
Cl -3.7672 0.4280 2.2533 0.00 0.38 -0.44 0.492
H -5.0878 1.1732 0.4506 -0.05 -0.11 0.05 0.028
H -4.7666 2.4669 1.6261 -0.02 -0.03 0.13 0.029
C -3.4039 -4.7140 6.9965 0.01 0.03 0.15 -1.016
Cl -3.4319 -4.6848 5.2278 0.17 -0.19 -0.03 0.481
Cl -5.0352 -4.8103 7.6651 0.06 0.01 0.03 0.510
H -2.8386 -5.5791 7.3231 -0.08 -0.06 -0.07 0.025
H -2.9317 -3.8052 7.3532 -0.09 0.05 -0.08 0.027
C -9.7423 1.3842 0.3202 0.06 0.04 -0.01 -1.049
Cl -10.1922 0.5088 -1.1482 0.06 0.04 -0.05 0.502
Cl -10.7013 0.8552 1.7079 0.10 0.06 0.05 0.502
H -8.6932 1.2024 0.5287 -0.12 -0.11 -0.01 -0.046
H -9.9106 2.4435 0.1623 -0.12 -0.04 -0.02 0.026
C -3.7839 2.7026 6.4122 -0.15 0.12 -0.10 -0.966
Cl -4.6724 1.4214 5.5788 -0.05 0.16 0.13 0.519
Cl -2.1146 2.8091 5.8336 -2.17 0.08 0.40 0.423
H -4.2783 3.6494 6.2285 -0.03 0.00 -0.07 0.026
H -3.7746 2.4897 7.4755 0.06 -0.10 -0.04 0.033
C 9.9159 -2.0786 -4.5729 0.08 0.05 -0.16 -0.982
Cl 8.8648 -0.6627 -4.6838 0.08 -0.03 -0.10 0.517
Cl 9.6809 -2.9371 -3.0443 0.26 -0.29 -0.15 0.565
H 9.6874 -2.7508 -5.3918 -0.11 -0.02 0.07 0.028
H 10.9484 -1.7552 -4.6361 -0.03 0.05 0.11 0.030
C -1.2484 6.9522 7.6627 0.12 0.18 0.06 -1.012
Cl 0.0533 8.1438 7.7380 -0.04 0.10 0.03 0.517
Cl -0.5997 5.3267 7.3847 -0.26 0.19 0.08 0.542
H -1.7859 6.9592 8.6040 0.09 -0.06 0.04 0.032
H -1.9092 7.2315 6.8500 0.09 -0.21 -0.06 -0.044
C 5.6658 -6.1609 -7.0488 0.01 -0.11 0.07 -0.987
Cl 4.9578 -5.4590 -5.5879 0.03 -0.01 0.03 0.534
Cl 5.4945 -5.0719 -8.4326 0.22 -0.20 -0.17 0.555
H 6.7202 -6.3419 -6.8754 0.00 0.12 0.00 0.027
H 5.1610 -7.0935 -7.2725 -0.09 0.07 -0.02 0.029
```
Positions in Å, forces in eV/Å.

As for the spin multiplicity: 1. As for the total charge: +1. The value obtained for the lowest unoccupied orbital energy is -2.2 eV.

=====

Below is one molecule with the formula C5H10P2 in a non-equilibrium geometry, with properties calculated with ωB97M-V/def2-TZVPD.

```
17
Properties=species:S:1:pos:R:3:forces:R:3:lowdin_charge:R:1
C 0.9752 -1.2277 -0.0967 -0.25 -0.62 -2.64 -0.288
C 1.2221 -1.5118 -3.0173 -0.24 -0.52 -0.13 -0.706
C -1.5234 -0.0225 0.8649 -0.96 -1.11 -1.71 -0.167
C 0.8611 -0.5152 1.1374 -3.65 0.78 1.06 -0.346
C -0.2666 0.6662 1.2074 2.55 -1.46 -0.70 -0.248
P -0.6678 -1.5787 -3.4320 1.30 -0.13 1.42 0.624
P 0.4623 -0.6014 -1.6152 0.87 -1.65 -1.18 0.581
H 1.8180 -2.4362 -2.7252 -1.19 1.03 -0.20 0.052
H 1.7441 -1.0176 -3.8466 -0.07 0.30 0.57 0.011
H -2.0557 -0.3902 1.7398 -0.04 -0.17 -0.13 0.080
H -1.2436 -0.8583 0.1548 -0.78 0.42 1.12 0.035
H -2.1885 0.5468 0.2263 -0.44 0.48 0.29 0.068
H 1.8033 -0.1467 1.2505 2.92 1.37 0.86 0.063
H 0.6959 -1.2545 1.9303 -0.06 0.28 0.23 0.103
H 0.0454 1.4249 0.4730 -0.20 -0.13 0.23 0.093
H -0.3029 1.0984 2.1767 0.15 0.54 0.87 0.081
H 0.3380 0.7014 -2.0939 0.08 0.58 0.03 -0.038
```
Positions in Å, forces in eV/Å.

The relative energy (zero: lowest compared OMol25 entry of this formula, charge and spin) is 399.76 kJ/mol. As for the spin multiplicity: 1. The value obtained for the lowest unoccupied orbital energy (spin up / spin down) is -1.5 / -0.9 eV.

=====

Below is C43H34Br4F2N7O9Ta as an isolated structure in a non-equilibrium geometry, with properties calculated with ωB97M-V/def2-TZVPD.

```
100
Properties=species:S:1:pos:R:3:forces:R:3:lowdin_charge:R:1
Ta -0.9791 -0.9781 -0.9695 -0.32 -0.32 1.18 2.054
Br -7.8420 -0.7329 -2.7244 -0.15 -0.04 -0.09 0.699
C -6.0556 -0.3027 -2.3182 -0.02 0.06 0.03 -0.762
C -5.7390 0.9560 -1.8344 -0.14 -0.01 -0.06 -0.771
Br -7.0829 2.2517 -1.5960 -0.07 0.19 0.04 0.683
C -4.4150 1.2439 -1.5077 0.36 0.03 0.13 -0.631
Br -3.9336 2.8966 -0.7667 0.15 0.46 0.08 0.807
C -3.4148 0.3070 -1.6510 -2.09 -0.68 -0.61 -0.374
O -2.1559 0.4722 -1.3298 0.69 0.53 0.13 -0.219
C -3.7415 -1.0012 -2.1126 -0.25 0.69 0.12 -0.432
O -2.7878 -1.8557 -2.1094 1.33 0.21 0.40 -0.159
C -5.0640 -1.2650 -2.4613 -0.12 -0.23 -0.11 -0.638
Br -5.4667 -3.0019 -3.0630 0.16 -0.15 -0.02 0.758
C 4.0202 3.0525 3.8137 -0.22 -0.11 0.15 -0.064
C 2.8106 2.3357 4.4058 0.43 0.21 0.04 -0.198
N 1.7913 2.0605 3.4090 0.06 -0.18 -0.04 -0.046
C 1.8601 0.8710 2.7488 -0.32 -0.27 -0.22 0.036
C 0.8953 0.3723 1.9435 0.13 -0.40 -0.35 -0.013
C 1.0754 -1.0553 1.4323 0.69 0.71 0.73 -0.575
O 2.0816 -1.6542 1.7681 0.03 -0.09 -0.06 0.068
O 0.0958 -1.5363 0.7792 -0.58 -0.19 -0.95 -0.142
C -0.3100 1.1269 1.6904 -0.05 -0.17 0.18 -0.290
O -1.3026 0.7264 1.0933 0.25 0.27 0.02 0.018
C -0.2903 2.4772 2.2849 0.03 0.27 0.13 -0.024
C -1.3469 3.3350 2.0050 0.09 0.22 0.17 0.092
C -1.4388 4.5621 2.6096 0.23 -0.24 0.02 -0.182
F -2.5077 5.3422 2.3192 -0.08 0.00 0.01 0.051
C -0.4580 5.0015 3.5044 0.11 -0.39 -0.27 -0.146
C 0.6395 4.1769 3.7213 -0.04 -0.10 0.03 0.042
C 0.7397 2.9031 3.1484 -0.57 0.25 -0.10 -0.123
N -0.4894 6.2518 4.1701 -0.04 0.15 -0.05 -0.113
C -0.2393 6.2593 5.5975 -0.02 0.03 0.14 -0.127
C 0.5758 7.5311 5.8978 0.10 -0.66 0.53 -0.080
N 0.2600 8.5032 4.8188 0.33 0.42 -0.21 0.041
C -1.2000 8.5265 4.5575 -0.76 -0.02 -0.15 -0.082
C -1.5484 7.1989 3.8598 -0.12 -0.01 -0.21 -0.134
H 4.7701 3.2030 4.5858 0.12 0.09 0.04 0.075
H 3.7415 4.0107 3.3819 0.00 0.13 -0.03 0.069
H 4.4548 2.4428 3.0277 0.09 -0.05 -0.12 0.081
H 2.3754 2.9121 5.2267 -0.03 -0.12 -0.07 0.110
H 3.1365 1.3793 4.8236 -0.16 0.11 -0.02 0.128
H 2.7507 0.2772 2.9152 -0.08 -0.09 0.09 0.147
H -2.1114 3.0243 1.3107 -0.15 -0.20 -0.09 0.071
H 1.4370 4.5412 4.3498 0.10 0.04 0.03 0.099
H 0.3100 5.3716 5.9002 -0.02 0.12 0.02 0.125
H -1.1843 6.2685 6.1565 0.02 -0.03 0.05 0.138
H 1.6474 7.3295 5.8838 -0.05 0.12 -0.12 0.137
H 0.3120 7.9559 6.8659 -0.01 0.16 -0.12 0.137
H 0.6854 8.1297 3.9575 0.08 0.15 0.21 0.191
H 0.6328 9.4322 5.0265 -0.02 -0.17 -0.09 0.190
H -1.4581 9.3753 3.9259 0.16 0.01 0.06 0.139
H -1.7214 8.6379 5.5082 0.18 0.03 0.02 0.137
H -1.5909 7.3375 2.7801 -0.01 0.06 0.11 0.137
H -2.5365 6.8534 4.1907 0.09 0.14 0.00 0.142
O -2.5284 -1.5788 0.4790 0.95 -0.36 -0.54 -0.174
N -2.5023 -2.8207 0.7756 -0.54 0.16 0.27 0.049
N -1.7158 -3.5385 0.1016 -0.51 0.61 0.25 -0.180
O -0.9689 -3.0800 -0.8624 0.16 0.27 -0.38 -0.198
C -1.6399 -4.9051 0.4257 0.14 -1.17 0.24 -0.151
C -0.9690 -5.7728 -0.4239 -0.04 0.40 -0.05 0.012
C -0.8738 -7.1089 -0.0816 -0.01 -0.09 0.09 -0.074
C -1.4332 -7.5747 1.0956 0.01 -0.07 0.01 -0.092
C -2.1143 -6.7012 1.9310 0.04 0.01 -0.05 -0.082
C -2.2223 -5.3642 1.6033 0.06 0.10 -0.08 -0.011
H -0.5263 -5.3920 -1.3308 0.05 0.04 -0.07 0.111
H -0.3521 -7.7875 -0.7377 0.08 -0.06 -0.09 0.102
H -1.3301 -8.6146 1.3699 -0.03 -0.08 -0.01 0.099
H -2.5531 -7.0601 2.8493 -0.05 -0.03 0.09 0.101
H -2.7344 -4.6608 2.2388 -0.04 -0.05 0.10 0.107
F 0.3726 0.3981 -1.0101 -0.08 -0.40 0.03 -0.355
O -1.6911 -0.7234 -4.5598 0.10 -0.03 -0.20 0.099
C -0.7314 -1.3475 -4.1768 -1.12 0.53 -0.50 -0.518
N 0.0853 -2.1306 -4.9410 0.36 -0.39 -0.17 0.162
C 1.2280 -2.6233 -4.2086 0.08 -0.11 -0.09 -0.254
C 0.8716 -2.0866 -2.8160 0.75 -0.17 0.09 -0.439
O 1.4761 -2.2564 -1.7721 0.20 -0.02 0.07 0.053
N -0.2533 -1.3755 -2.8818 -0.13 -0.06 0.10 0.014
C 2.5502 -2.0513 -4.7053 0.07 0.16 -0.04 -0.118
C 2.6973 -1.6540 -6.0288 -0.02 -0.04 0.14 -0.023
C 3.9096 -1.1641 -6.4819 0.01 -0.01 -0.12 -0.086
C 4.9889 -1.0724 -5.6231 0.09 0.05 0.00 -0.098
C 4.8495 -1.4741 -4.3055 0.07 0.00 0.00 -0.072
C 3.6392 -1.9622 -3.8473 -0.01 0.01 0.01 -0.011
C 1.3433 -4.1418 -4.1957 -0.11 -0.16 0.00 -0.120
C 2.0018 -4.7917 -3.1580 -0.02 -0.01 0.04 -0.021
C 2.1645 -6.1653 -3.1874 0.04 -0.06 0.00 -0.077
C 1.6762 -6.9051 -4.2511 -0.03 -0.12 0.03 -0.097
C 1.0037 -6.2649 -5.2764 -0.01 -0.04 -0.12 -0.083
C 0.8401 -4.8906 -5.2520 0.05 0.08 0.13 -0.021
H -0.0203 -2.1863 -5.9384 -0.11 0.15 0.14 0.139
H 1.8696 -1.7156 -6.7182 -0.08 0.02 -0.06 0.105
H 4.0085 -0.8556 -7.5122 0.01 0.03 -0.09 0.100
H 5.9312 -0.6815 -5.9777 0.09 0.01 -0.03 0.097
H 5.6890 -1.4062 -3.6291 0.06 0.02 0.08 0.102
H 3.5249 -2.2486 -2.8136 0.02 -0.04 0.08 0.109
H 2.3552 -4.2276 -2.3097 0.07 0.05 0.03 0.109
H 2.6779 -6.6582 -2.3740 0.02 -0.03 0.07 0.104
H 1.8076 -7.9771 -4.2751 0.01 -0.09 0.00 0.097
H 0.6052 -6.8345 -6.1034 -0.03 -0.05 -0.06 0.101
H 0.3062 -4.4065 -6.0545 -0.08 0.04 -0.10 0.107
```
Positions in Å, forces in eV/Å.

The relative energy (zero: lowest compared OMol25 entry of this formula, charge and spin) is 145.44 kJ/mol. As for the spin multiplicity: 1. The value obtained for the lowest unoccupied orbital energy is -1.9 eV.

=====

DFT total energy (eV)
-18757.7309; -382896.5889; -23918.0117; -361159.8865